w | {
  "formula": "C3H6N2O2S",
  "method": "ωB97M-V with the def2-TZVPD basis set",
  "gap_ev": 7.76,
  "e_homo_ev": -8.1,
  "lumo_ha": -0.0113,
  "elements": ["C", "C", "C", "H", "H", "H", "H", "H", "H", "N", "N", "O", "O", "S"],
  "coordinates": [[1.0491, -1.3323, 0.3479], [-0.3906, 0.7455, -0.1301], [-1.7439, -0.0270, -0.1678], [0.1383, -1.9616, 0.2918], [1.3533, -1.0642, 1.5799], [1.9095, -1.9304, -0.2948], [2.3336, 0.5244, -1.3794], [1.0257, 2.4549, -0.1790], [-3.4102, 0.0102, 0.3429], [0.7078, 0.0308, -0.1407], [1.9056, 0.8351, 0.1161], [-2.5799, 0.3107, 0.7855], [-1.7622, -0.9722, -1.0109], [-0.5362, 2.3760, -0.1612]],
  "lowdin_charge": [-0.085, -0.688, -0.503, 0.053, 0.163, 0.131, 0.182, 0.008, 0.161, -0.366, -0.111, 0.131, 0.065, 0.860]
}


x | {
  "formula": "C3H6N2O2S",
  "method": "ωB97M-V with the def2-TZVPD basis set",
  "smiles": "O/N=C/O/N=C/CS",
  "gap_ev": 9.41,
  "e_homo_ev": -9.2,
  "lumo_ha": 0.0087,
  "elements": ["C", "C", "C", "H", "H", "H", "H", "H", "H", "N", "N", "O", "O", "S"],
  "coordinates": [[2.2220, -0.4090, 0.6275], [0.9844, 0.6096, 0.4624], [-2.2769, 0.7025, -0.2180], [4.0147, -1.4354, -0.9279], [1.8767, -1.3584, 0.4574], [2.8324, -0.3866, 1.5112], [1.2081, 1.7775, 0.6590], [-2.9268, 1.6413, -0.2528], [-3.8437, -1.4735, -0.6213], [-0.1380, 0.1436, -0.1862], [-2.5618, -0.4912, -0.0854], [-0.9413, 1.1136, -0.3851], [-3.9784, -0.4851, -0.3794], [3.5286, 0.0510, -0.6614]],
  "lowdin_charge": [-0.504, -0.100, -0.189, -0.023, 0.017, 0.034, 0.154, 0.172, 0.133, -0.024, 0.017, -0.121, -0.109, 0.544]
}


Which one is most stable, and which one is least stable? x is the most stable of them, while w is the least stable.